Below is 2 unconnected molecules or ions with the total composition C13H18N3, with properties calculated with the ωB97M-V functional and the def2-TZVPD basis.

Cartesian coordinates (Å):
C  1.1136  -0.1180  1.0822
C  0.5141  1.1271  1.0682
C  -0.8346  1.4358  1.0531
C  -1.9143  0.5723  1.0407
C  -1.9119  -0.8092  1.0383
C  -0.8312  -1.6718  1.0567
C  0.5174  -1.3638  1.0792
H  2.1939  -0.1173  1.1055
H  1.1870  1.9715  1.0739
H  -1.0751  2.4894  1.0578
H  -2.8895  1.0408  1.0386
H  -2.8847  -1.2798  1.0237
H  -1.0704  -2.7242  1.0521
H  1.1910  -2.2083  1.0972
C  5.1083  -0.3203  5.0501
C  4.4006  0.0501  3.7344
N  3.0164  -0.1421  3.7460
C  2.4366  0.1931  4.8515
N  3.0574  0.5810  6.0556
C  4.5101  0.4606  6.2193
C  2.1162  0.4955  7.1932
C  0.7783  0.0896  6.5429
N  1.0694  0.0541  5.1043
H  4.9957  -1.3970  5.2280
H  6.1904  -0.1481  4.9757
H  4.5876  1.1051  3.4922
H  4.8195  -0.5256  2.8958
H  4.7182  -0.0233  7.1783
H  4.9311  1.4684  6.2808
H  2.4754  -0.2450  7.9128
H  2.0646  1.4621  7.6981
H  0.4374  -0.8940  6.8858
H  -0.0167  0.8169  6.7396
H  0.5009  -0.5448  4.5065

Computed properties:
HOMO, eV: -10.73
Energy above the lowest of the compared OMol25 structures with the same formula, charge and spin, kJ/mol: 101.6
Net charge: +1
LUMO level, eV: -5.15

Below is 2 unconnected molecules or ions with the total composition C13H18N3, with properties calculated with the ωB97M-V functional and the def2-TZVPD basis.

Cartesian coordinates (Å):
C  3.2108  2.0130  -0.9686
N  4.3326  1.8499  -0.3805
C  4.4246  0.5536  0.3483
C  2.9435  0.1615  0.4675
C  2.2574  0.8989  -0.7073
C  0.8586  1.4055  -0.4491
C  -0.2157  0.9940  -1.2248
C  -1.4751  1.4845  -0.9320
C  -1.6085  2.3888  0.1108
N  -0.5823  2.7886  0.8566
C  0.6198  2.3099  0.5784
H  2.9904  2.8819  -1.5806
H  5.0901  2.5218  -0.4385
H  4.9651  0.6826  1.2823
H  4.9779  -0.1353  -0.2931
H  2.8138  -0.9148  0.3811
H  2.5211  0.4956  1.4146
H  2.2427  0.2554  -1.5984
H  -0.0750  0.2751  -2.0228
H  -2.3428  1.1781  -1.5015
H  -2.5787  2.8083  0.3554
H  1.4349  2.6684  1.2078
C  -3.5385  -1.4555  1.2831
C  -3.8576  -2.7147  0.4887
C  -2.5983  -3.4690  0.0447
C  -1.7546  -2.6569  -0.8326
N  -1.1154  -2.0171  -1.5456
H  -2.9670  -0.7443  0.6828
H  -4.4532  -0.9607  1.6073
H  -2.9528  -1.6899  2.1741
H  -4.4519  -2.4666  -0.3922
H  -4.4566  -3.3971  1.0924
H  -2.8556  -4.3808  -0.4957
H  -2.0014  -3.7593  0.9118

Computed properties:
HOMO, eV: -12.74
Energy above the lowest of the compared OMol25 structures with the same formula, charge and spin, kJ/mol: 0.0
Net charge: +1
LUMO level, eV: -4.27

Below is a single C13H18N6O4 molecule, with properties calculated with the ωB97M-V functional and the def2-TZVPD basis.

Cartesian coordinates (Å):
C  -2.4432  -1.8286  -2.8957
C  -2.4192  -1.1056  -1.5854
N  -3.4559  -0.3618  -1.1884
N  -3.0918  0.0037  0.0804
C  -3.7881  1.0482  0.7837
C  -3.1400  2.3495  0.4353
C  -1.7289  2.8238  0.9338
O  -2.9492  3.2451  1.4832
C  -1.8540  -0.4250  0.4819
O  -1.2629  -0.4347  1.5745
N  -1.4366  -1.1763  -0.5948
C  -0.1970  -1.9411  -0.6419
N  0.9268  -1.0926  -0.4783
C  1.3079  0.0999  -1.1268
C  0.4507  0.8310  -2.1114
N  2.4609  0.5518  -0.7381
N  2.8477  -0.3841  0.2210
C  4.2203  -0.4796  0.6843
C  4.2098  -0.5203  2.1896
C  3.6552  0.7003  3.0091
O  5.0190  0.3679  2.9259
C  1.9340  -1.4265  0.3696
O  1.9951  -2.4959  0.9673
H  -3.0313  -2.7123  -2.7933
H  -2.8815  -1.2064  -3.6936
H  -1.4247  -2.1072  -3.1637
H  -4.8395  1.0528  0.4638
H  -3.7526  0.8799  1.8724
H  -3.4803  2.6889  -0.5639
H  -1.1389  2.1655  1.5505
H  -1.1130  3.5285  0.4195
H  -0.1062  -2.5204  -1.5681
H  -0.2409  -2.6941  0.1565
H  1.0541  1.4955  -2.7351
H  -0.2044  1.4378  -1.5590
H  -0.0852  0.1507  -2.7676
H  4.6336  -1.4255  0.2978
H  4.8371  0.3435  0.3656
H  4.0718  -1.5153  2.5705
H  3.0603  0.4630  3.9043
H  3.3807  1.6259  2.4647

Computed properties:
HOMO, eV: -8.83
Energy above the lowest of the compared OMol25 structures with the same formula, charge and spin, kJ/mol: 340.5
SMILES: Cc1nn(C[C@@H]2CO2)c(=O)n1Cn1c(C)nn(C[C@@H]2CO2)c1=O
LUMO level, eV: 0.45

Below is a molecular structure, C13H19AgN7O4, with properties calculated with the ωB97M-V functional and the def2-TZVPD basis.

Cartesian coordinates (Å):
Ag  -1.2333  -0.9973  -0.1232
N  0.5631  -3.4415  -0.9392
C  0.0992  -4.5386  -0.0861
C  -1.1085  -4.2364  0.8169
O  -1.5650  -5.2368  1.4073
N  -1.5656  -2.9936  0.8869
C  -2.7670  -2.8889  1.7109
C  -3.5091  -1.5383  1.7286
O  -4.4212  -1.4409  2.5572
O  -3.1532  -0.6021  0.9305
H  -0.2368  -3.0125  -1.3926
H  1.1625  -3.8027  -1.6724
H  0.9161  -4.8438  0.5744
H  -0.1906  -5.4316  -0.6508
H  -2.5573  -3.1530  2.7516
H  -3.5094  -3.6267  1.3864
C  0.8999  3.7133  0.2066
C  -0.5135  3.3844  0.5425
N  -0.9920  2.1859  0.7527
C  -2.3337  2.3406  1.0316
C  -2.6609  3.6604  0.9869
N  -1.4911  4.3254  0.6724
H  1.4653  2.7842  0.1991
H  1.3500  4.3809  0.9453
H  0.9855  4.1865  -0.7754
H  -2.9519  1.4725  1.2240
H  -3.5903  4.1801  1.1415
H  -1.3822  5.3151  0.5488
C  2.4370  2.1755  -3.0333
N  2.2414  1.2775  -1.9103
C  3.2236  1.0315  -1.0139
C  3.0270  0.2006  0.0278
C  1.7350  -0.4110  0.1408
N  0.7689  -0.1516  -0.7257
C  0.9639  0.6838  -1.7826
O  0.1207  0.9533  -2.6163
N  1.4709  -1.2395  1.1607
H  3.4630  2.5383  -3.0248
H  1.7472  3.0162  -2.9671
H  2.2357  1.6550  -3.9679
H  4.1623  1.5412  -1.1854
H  3.8056  0.0044  0.7488
H  2.2356  -1.5749  1.7185
H  0.6532  -1.8451  1.0683

Computed properties:
HOMO, eV: -4.24
Energy above the lowest of the compared OMol25 structures with the same formula, charge and spin, kJ/mol: 3.3
Net charge: -1
LUMO level, eV: 2.24

Below is a molecular structure, C13H19AlIN5OSe, with properties calculated with the ωB97M-V functional and the def2-TZVPD basis.

Cartesian coordinates (Å):
C  0.5667  -4.5556  -1.0158
I  -1.0050  -3.4317  -0.6394
H  0.2972  -5.5024  -1.4885
H  1.2245  -3.9551  -1.6746
H  1.0984  -4.7468  -0.0924
C  -3.4025  0.7162  2.7096
C  -3.0201  -0.5347  3.1001
N  -1.8043  -0.7801  2.4969
C  -1.3923  0.2867  1.7419
N  -2.4254  1.1898  1.8758
H  -4.2531  1.3268  2.9953
H  -3.4904  -1.2281  3.7915
C  0.7942  0.8104  -3.3968
C  1.5424  0.0918  -1.3966
N  0.4240  0.3757  -2.1733
H  2.8169  1.2381  -4.2178
N  2.5845  0.6224  -2.1195
H  0.0591  0.8086  -4.2022
Al  0.2501  1.0415  1.2109
C  1.4621  0.2951  -0.0652
O  2.0638  0.0045  1.0462
C  2.1701  0.9597  -3.3857
C  3.9407  0.4911  -1.6470
H  4.6382  0.7142  -2.4704
H  4.0886  -0.5382  -1.3124
H  4.1756  1.1390  -0.7969
C  -0.9214  -0.0513  -1.8769
H  -1.4542  0.0865  -2.8238
H  -1.4648  0.4946  -1.0899
H  -0.8781  -1.1205  -1.6152
C  -2.4314  2.4727  1.2070
H  -3.2893  3.0507  1.5653
H  -2.4814  2.3640  0.1120
H  -1.5153  3.0328  1.4360
C  -1.0464  -1.9984  2.6417
H  -1.1921  -2.6635  1.7610
H  -1.3745  -2.5248  3.5511
H  0.0214  -1.7469  2.6932
Se  2.4994  5.1695  1.1433
C  1.3679  3.8210  1.1857
N  0.7558  2.7745  1.2359

Computed properties:
HOMO (spin up / spin down), eV: 0.81 / 2.06
Energy above the lowest of the compared OMol25 structures with the same formula, charge and spin, kJ/mol: 353.3
Net charge: -2
LUMO level (spin up / spin down), eV: 3.97 / 3.49

Below is a molecular structure, C13H19BBr2CsF9O3, with properties calculated with the ωB97M-V functional and the def2-TZVPD basis.

Cartesian coordinates (Å):
C  -3.1984  2.8114  -5.7876
C  -1.7559  2.8992  -6.5390
C  -0.9617  1.5667  -6.1811
O  -1.5772  0.4701  -6.2386
O  0.4173  1.5838  -5.7727
C  0.4697  1.8128  -4.3348
C  0.5396  0.4225  -3.4967
B  0.1964  0.7739  -1.9587
C  0.9518  1.8774  -1.0326
Br  0.0839  3.6760  -1.2662
C  1.1664  1.4469  0.5024
C  -0.1694  1.0714  1.2917
Br  1.9971  3.0098  1.4895
H  -3.0722  2.3295  -4.7542
H  -3.9331  2.1564  -6.3610
H  -3.6273  3.8549  -5.6222
H  -1.9400  2.9402  -7.6656
H  -1.2290  3.8642  -6.2469
H  1.4023  2.4216  -4.0857
H  -0.4534  2.4273  -4.0445
H  -0.2537  -0.2610  -3.9848
H  1.5399  -0.1305  -3.6447
H  -0.6691  0.1411  -1.4274
H  2.0115  2.0089  -1.4778
H  1.9674  0.6281  0.5050
H  0.1614  0.5191  2.2510
H  -0.8681  0.3606  0.7441
H  -0.7672  1.9772  1.6623
Cs  0.5364  5.6161  0.5190
F  -2.3682  4.0120  -2.5833
C  -0.2344  -2.3339  4.1352
C  0.9501  -1.5925  4.7929
C  2.3376  -1.9543  4.2624
F  2.6466  -3.2483  4.4623
F  3.2900  -1.2337  4.9081
F  0.8832  -1.7551  6.1347
F  0.7559  -0.2581  4.5662
O  -0.7617  -3.4653  4.8382
C  -0.1363  -4.7135  4.6225
C  0.4846  -5.2866  5.9002
F  1.4261  -4.4612  6.4074
F  1.0962  -6.4688  5.6490
F  0.7449  -4.6117  3.6103
F  -1.1097  -5.5448  4.1855
H  -1.0646  -1.6216  4.1241
H  -0.0514  -2.5589  3.0811
H  2.4221  -1.7355  3.1933
H  -0.2765  -5.4435  6.6679

Computed properties:
HOMO, eV: -7.21
LUMO level, eV: -1.12

no.,largest force on an atom (eV Å⁻¹),E_tot (Eh)
1,2.92,-670.14467
2,0.47,-670.18335
3,2.94,-1135.58174
4,0.39,-1338.13014
5,5.72,-3797.12251
6,5.69,-6824.09792